Computed, not measured: C28H24Cl63N3OS as an isolated structure, with ωB97M-V with the def2-TZVPD basis set.

The geometry in XYZ format:
```
120
Properties=species:S:1:pos:R:3:lowdin_charge:R:1
C -3.4263 3.7280 -5.4611 -1.478
C -4.1330 0.7067 4.1969 -1.548
H 9.6141 -0.2391 8.9664 0.013
N 1.4386 1.6828 -2.6750 -0.210
Cl -3.0993 -6.3714 -0.3172 0.536
C 9.1625 3.3016 4.7226 -1.532
C -8.3977 -8.5972 -0.7811 -1.524
Cl 5.9397 6.5697 -4.7452 0.525
Cl 10.5293 -1.0041 6.9528 0.508
Cl -0.5609 -10.1828 -0.3967 0.522
Cl -0.8830 8.8577 -6.4914 0.523
Cl 4.3189 -3.7938 -2.6656 0.536
Cl -6.7733 6.8630 -7.1649 0.497
C -1.7310 -0.0043 -1.9602 -0.226
H -1.0719 1.0566 -3.6563 0.063
C 0.6564 0.5451 -0.7641 -0.390
Cl 8.1305 4.0808 5.9226 0.532
Cl -5.1459 4.0832 -5.2783 0.524
Cl -0.9529 3.3643 1.8919 0.495
Cl 1.0318 3.9851 -0.6858 0.556
C -1.5257 4.8609 2.6205 -1.542
Cl -0.8492 -4.4136 1.1813 0.501
Cl -4.7722 -8.2953 1.0664 0.514
Cl -0.3996 5.4257 3.8574 0.529
Cl -7.2629 -0.1186 -2.3673 0.562
H -3.7558 1.2181 5.0731 0.014
Cl 8.6403 -2.3503 8.6986 0.527
H 7.4417 6.2910 0.2065 0.012
H -5.1725 -6.0225 0.7226 -0.016
H 1.1119 5.4789 -2.4804 0.021
Cl -1.3892 6.6140 -8.2635 0.516
Cl -8.0920 2.3085 -1.0055 0.542
C -7.6619 1.5947 -2.5578 -1.537
Cl 14.3398 1.0619 5.0698 0.517
Cl -3.0161 2.2227 -4.6349 0.686
C 9.2235 -0.7890 8.1202 -1.550
C 5.2080 0.7711 1.6358 -1.504
C -8.0010 7.0073 -5.9057 -1.543
Cl 1.7892 -2.7664 5.3185 0.523
Cl -3.1417 4.6446 3.3010 0.519
H 0.0734 -4.3166 3.3298 0.005
H 5.3598 8.8353 -4.8378 0.011
Cl -2.4474 5.0542 -4.8373 0.518
Cl 5.4694 5.4972 -0.7766 0.499
C -3.7659 0.7043 -2.5622 -0.431
Cl 6.5131 8.6562 -2.8093 0.516
Cl -3.6720 -6.0396 2.5183 0.530
Cl -9.9930 -1.7865 1.1265 0.532
Cl -7.5403 -9.7332 -1.8262 0.510
Cl 5.0147 1.8735 0.2586 0.485
C -4.2935 -6.6054 0.9691 -1.528
C -0.0835 -8.4901 -0.5493 -1.567
Cl 6.7085 -0.1542 1.4645 0.508
C 0.4401 1.0143 -2.1023 -0.396
Cl 8.1406 4.3668 -0.9295 0.532
Cl -4.6971 -0.8920 4.6896 0.528
Cl 3.7611 7.9268 -3.3881 0.501
Cl 3.8263 -0.2965 1.7781 0.517
H 12.1864 0.6149 4.2600 -0.051
Cl 1.1128 -8.2904 -1.8318 0.526
C 3.7486 -2.2790 -1.9571 -1.521
C -0.3063 -0.1989 -0.0266 -0.049
Cl 13.4625 0.8354 2.3113 0.526
Cl -7.7478 -3.5776 0.7028 0.510
Cl -7.7569 -12.5367 -0.0376 0.496
H 3.6969 -1.5364 -2.7436 0.012
H 5.2819 1.3618 2.5404 0.004
Cl -2.8177 0.5716 3.0294 0.499
C 13.1823 0.3051 3.9704 -1.572
H -9.4230 -8.5270 -1.1195 0.015
Cl 0.5342 -7.8741 0.9829 0.514
Cl 4.8713 -1.7129 -0.7191 0.506
Cl 6.7866 4.5509 1.6322 0.499
C -8.9690 -2.5726 -0.0740 -1.562
H -3.2115 3.6113 -6.5157 0.019
Cl -0.4132 -2.0722 2.8410 0.531
C 7.0171 5.3075 0.0533 -1.533
C -0.8278 0.7117 -2.6637 0.013
Cl -9.4446 7.8053 -6.5303 0.532
H -7.5971 7.6148 -5.1062 0.016
Cl -5.4624 1.6570 3.5310 0.517
Cl -8.4019 5.4201 -5.2434 0.504
H -1.5823 5.6145 1.8447 -0.003
C -1.4918 -0.4930 -0.6306 -0.003
N 1.8732 0.9240 -0.3242 -0.240
Cl -8.9803 1.7832 -3.7196 0.527
C 3.1015 -3.7164 6.0203 -1.537
C -6.0741 -13.0577 -0.1331 -1.545
C 5.3893 8.0942 -4.0499 -1.549
H 3.4803 -3.1839 6.8830 0.012
Cl -5.0080 -11.8881 0.6527 0.509
H -2.2597 -1.0778 -0.1362 0.116
Cl -9.9397 -3.5348 -1.1911 0.520
H -8.4650 -1.8028 -0.6431 -0.059
C -2.0420 8.1134 -7.5960 -1.544
O -4.3558 1.6790 -2.3235 0.093
N -3.0286 -0.2760 -2.5864 0.166
H -5.7958 -13.1166 -1.1773 0.013
H -2.2180 8.7989 -8.4146 0.012
Cl 1.8460 -3.7070 1.9388 0.511
S 2.5739 1.7350 -1.5140 0.835
Cl 10.4402 2.3735 5.5111 0.534
Cl -7.6646 -6.9929 -0.8829 0.514
Cl 8.2122 2.2611 3.6635 0.501
Cl 4.4211 -3.9050 4.8661 0.526
Cl -0.8605 6.0865 -1.3655 0.531
C 0.8280 5.5626 -1.4381 -1.495
Cl -5.8759 -14.6594 0.5812 0.528
Cl -3.5782 7.8168 -6.7829 0.491
H -0.9612 -7.9168 -0.8130 -0.056
C 0.1585 -3.7073 2.4385 -1.518
Cl 13.2694 -1.4539 4.0863 0.520
H -6.7859 2.1071 -2.9368 -0.017
Cl 1.8820 6.7492 -0.6642 0.515
Cl -8.4088 -9.1682 0.8886 0.513
Cl 2.5110 -5.2908 6.5582 0.526
Cl 2.1324 -2.4668 -1.2827 0.555
Cl 7.9047 0.1488 7.4146 0.513
H -0.1302 -0.5428 0.9979 0.036
H 9.6232 4.0728 4.1187 0.016
```

Output
- HOMO energy: -9.12 eV
- M: 2684.126 g mol⁻¹
- F_max: 2.1 eV Å⁻¹
- LUMO energy: -0.021 hartree
- Orbital gap: 8.55 eV
- Total energy: -30711.0005 a.u.